ORCA calculation (ωB97M-V/def2-TZVPD) on a structure of composition C28H19BrClMgN6O4S.

Last column: Löwdin charge in e.
Positions of all 61 atoms, in Å:
Mg1 -0.3053 0.8765 0.6276  0.3935
N1 2.0881 2.7461 4.1547  0.0413
C1 1.2117 2.2055 3.2523  -0.8918
S1 1.8273 1.0722 2.1282  0.5907
N2 -0.0329 2.6218 3.4084  -0.0314
N3 -0.9018 2.0723 2.5356  -0.0701
C2 -2.1365 2.3355 2.7296  -0.0942
C3 -3.1311 1.7630 1.8267  -0.2529
C4 -4.4922 1.9791 2.0232  -0.0260
C5 -5.3944 1.4009 1.1489  -0.0725
C6 -4.9139 0.6294 0.1037  -0.0525
C7 -3.5412 0.4683 -0.0202  -0.0901
N4 -2.6688 1.0140 0.8189  0.0910
H1 3.0606 2.6882 3.9098  0.0624
H2 1.7697 3.5799 4.6220  0.0806
H3 -2.4520 2.9623 3.5606  0.1180
H4 -4.8216 2.5926 2.8516  0.1072
H5 -6.4587 1.5510 1.2810  0.1024
H6 -5.5784 0.1584 -0.6070  0.1007
H7 -3.1192 -0.1212 -0.8255  0.1071
Br1 -0.7267 -1.4667 2.6157  0.8185
C8 -1.5107 -2.5773 1.2901  -0.5868
C9 -2.1415 -3.7082 1.7203  -0.1540
C10 -2.7070 -4.5933 0.7802  -0.1015
C11 -2.6128 -4.3143 -0.5501  -0.0578
C12 -1.9643 -3.1385 -1.0057  -0.1816
C13 -1.8868 -2.8663 -2.3921  -0.0661
C14 -1.2693 -1.7307 -2.8241  -0.0886
C15 -0.7221 -0.8220 -1.8894  -0.1501
C16 -0.7517 -0.9973 -0.5175  -0.1822
C17 -1.3873 -2.2117 -0.0849  -0.2441
H8 -2.1990 -3.9244 2.7783  0.0869
H9 -3.2063 -5.4904 1.1248  0.0950
H10 -3.0358 -4.9891 -1.2863  0.1031
H11 -2.3227 -3.5733 -3.0896  0.1002
H12 -1.2060 -1.5153 -3.8855  0.0970
H13 -0.2686 0.0751 -2.3009  0.0788
O1 1.6665 4.0137 -4.1560  0.1045
C18 2.6065 3.1036 -4.0067  -0.5232
O2 3.5480 3.0169 -4.7633  0.0489
C19 2.4669 2.1824 -2.8420  -0.0442
C20 3.3590 1.1848 -2.5020  -0.5732
Cl1 4.7798 0.6681 -3.2830  0.7917
N5 2.8937 0.5625 -1.3927  -0.0535
N6 1.7316 1.1008 -0.9998  0.1117
C21 1.4634 2.0755 -1.8418  -0.1248
C22 0.1924 2.8490 -1.5863  -0.5456
O3 -0.0814 3.7913 -2.3521  0.0425
O4 -0.4883 2.4722 -0.6012  -0.0468
C23 3.4748 -0.4811 -0.6097  -0.2170
C24 4.7997 -0.3994 -0.2102  -0.0458
C25 5.3223 -1.3985 0.5950  -0.0833
C26 4.5200 -2.4515 1.0132  -0.0898
C27 3.1901 -2.5071 0.6224  -0.0642
C28 2.6613 -1.5240 -0.1988  -0.0111
H14 0.9441 3.9533 -3.4306  0.0467
H15 5.4040 0.4452 -0.5098  0.1003
H16 6.3545 -1.3412 0.9156  0.0996
H17 4.9287 -3.2197 1.6573  0.0977
H18 2.5517 -3.3117 0.9638  0.1075
H19 1.6198 -1.5370 -0.4946  0.0910

Net charge: -1
Highest occupied orbital energy, eV: -5.107
HOMO-LUMO gap, eV: 7.4
Energy above the lowest of the compared OMol25 structures with the same formula, charge and spin, kJ/mol: 0.0
Spin multiplicity: 1